1.
The following is a DFT calculation (wB97M-V/def2-TZVPD) of a structure of composition C24H58P2ReSi4.

As for the spin multiplicity: 4. Its charge is +2. The value obtained for the relative energy (zero: lowest compared OMol25 entry of this formula, charge and spin) is 0.00 kcal per mole. As for the frontier orbital gap (spin up / spin down): 4.43 / 2.79 eV. As for the expectation value of S²: 3.776. The HOMO energy (spin up / spin down) is -0.468 / -0.458 Ha. The value obtained for the LUMO energy (spin up / spin down) is -8.3 / -9.7 eV.

Each line ends with the Mulliken charge.
Cartesian coordinates (Å):
1 P -0.169 -2.565 -4.546  1.238
2 P 0.194 0.679 -4.437  1.478
3 C -0.413 -1.550 -6.097  -1.230
4 C 0.362 -0.240 -6.053  -1.290
5 H -1.491 -1.361 -6.192  0.347
6 H -0.112 -2.168 -6.960  0.543
7 H 1.437 -0.422 -6.185  0.387
8 H 0.039 0.456 -6.843  0.567
9 C -1.509 1.355 -4.764  -1.441
10 H -1.768 2.064 -3.965  0.378
11 H -2.262 0.551 -4.766  0.367
12 H -1.533 1.877 -5.736  0.458
13 C 1.211 2.147 -4.853  -1.266
14 H 0.846 2.648 -5.758  0.446
15 H 2.250 1.829 -5.003  0.400
16 H 1.177 2.843 -4.007  0.378
17 C -1.149 -4.063 -4.985  -1.221
18 H -1.012 -4.798 -4.182  0.383
19 H -0.852 -4.517 -5.944  0.436
20 H -2.213 -3.799 -5.029  0.382
21 C 1.547 -3.175 -4.931  -1.388
22 H 2.278 -2.355 -4.888  0.367
23 H 1.610 -3.659 -5.925  0.429
24 H 1.824 -3.908 -4.162  0.394
25 Re 0.055 -0.929 0.565  0.837
26 C 0.813 0.553 -0.837  1.288
27 C -0.620 0.437 -0.939  -0.041
28 C -1.415 -0.343 -1.952  1.474
29 C -1.775 -1.789 -1.626  -1.429
30 C -0.793 -2.430 -0.683  -0.117
31 C 0.654 -2.389 -0.826  -0.806
32 C 1.450 -1.655 -1.883  1.214
33 C 1.817 -0.182 -1.644  -1.555
34 C 0.140 -2.446 2.026  -1.349
35 H 1.166 1.499 -0.431  -0.427
36 H -1.161 1.314 -0.571  -0.460
37 H -0.880 -0.357 -2.921  -2.513
38 H -2.352 0.205 -2.121  0.978
39 H -2.770 -1.813 -1.153  0.376
40 H -1.860 -2.360 -2.567  0.357
41 H -1.220 -3.282 -0.136  0.789
42 H 1.191 -3.255 -0.416  0.609
43 H 0.903 -1.702 -2.851  -2.307
44 H 2.391 -2.216 -2.013  0.929
45 H 2.818 -0.112 -1.177  0.375
46 H 1.930 0.301 -2.638  0.488
47 H 0.535 -2.175 3.011  0.046
48 H 0.751 -3.261 1.612  0.498
49 H -0.887 -2.825 2.145  0.361
50 C -3.350 0.972 3.733  -1.131
51 Si -1.726 0.164 4.259  0.580
52 C -1.223 0.868 5.949  -1.073
53 C -2.015 -1.681 4.514  -1.077
54 Si -0.134 0.546 2.501  -0.397
55 Si -0.373 2.923 2.325  0.622
56 C -0.626 3.805 3.990  -1.101
57 C 1.206 3.591 1.536  -1.082
58 C -1.887 3.264 1.258  -1.267
59 Si 1.953 0.440 3.694  0.175
60 C 2.142 1.763 5.040  -1.022
61 C 2.218 -1.209 4.586  -1.210
62 C 3.280 0.690 2.379  -0.965
63 H -4.136 0.648 4.432  0.451
64 H -3.646 0.654 2.724  0.352
65 H -3.316 2.069 3.750  0.302
66 H -2.035 0.633 6.655  0.456
67 H -0.306 0.404 6.337  0.299
68 H -1.088 1.956 5.953  0.335
69 H -2.462 -2.143 3.625  0.276
70 H -1.095 -2.229 4.754  0.331
71 H -2.714 -1.812 5.355  0.451
72 H 0.212 3.669 4.684  0.322
73 H -0.710 4.884 3.782  0.463
74 H -1.548 3.500 4.501  0.303
75 H 1.499 3.046 0.632  0.276
76 H 1.026 4.640 1.252  0.480
77 H 2.056 3.577 2.233  0.308
78 H -1.668 3.115 0.193  0.378
79 H -2.746 2.632 1.524  0.373
80 H -2.187 4.315 1.401  0.461
81 H 1.339 1.740 5.788  0.312
82 H 3.088 1.558 5.567  0.484
83 H 2.205 2.780 4.633  0.317
84 H 2.483 -2.011 3.886  0.379
85 H 3.057 -1.090 5.291  0.453
86 H 1.344 -1.527 5.172  0.358
87 H 3.121 0.038 1.508  0.109
88 H 3.330 1.726 2.022  0.300
89 H 4.256 0.432 2.820  0.464



2.
The following is a DFT calculation (wB97M-V/def2-TZVPD) of a cluster of 6 separate species, C24H59NO6 in total.

The value obtained for the relative energy (zero: lowest compared OMol25 entry of this formula, charge and spin) is 120.07 kcal per mole. The SMILES is CC1(C)CCCC(C)(C)N1O.CC(C)O.CC(C)O.CC(C)O.CC(C)O.CC(C)O. As for the frontier orbital gap: 8.31 eV. The HOMO energy is -0.291 Ha. The value obtained for the LUMO energy is 0.4 eV.

Each line ends with the Mulliken charge.
Cartesian coordinates (Å):
1 C 12.919 15.456 2.296  -1.771
2 C 11.793 14.410 1.975  1.231
3 C 12.337 13.331 0.887  -1.727
4 C 11.859 13.609 3.362  -1.284
5 C 11.207 14.346 4.491  -0.931
6 C 9.738 14.571 4.135  -1.164
7 C 9.527 15.526 2.820  1.508
8 C 8.017 15.590 2.307  -1.825
9 C 9.952 17.003 3.235  -1.735
10 N 10.386 14.900 1.770  0.419
11 O 10.251 15.427 0.597  -0.493
12 H 13.910 15.007 2.367  0.429
13 H 13.041 16.103 1.427  0.436
14 H 12.698 16.188 3.073  0.362
15 H 12.544 13.899 -0.020  0.405
16 H 13.188 12.811 1.327  0.399
17 H 11.566 12.617 0.598  0.406
18 H 11.698 12.538 3.241  0.368
19 H 12.925 13.634 3.587  0.495
20 H 11.370 13.850 5.448  0.443
21 H 11.773 15.257 4.687  0.315
22 H 9.229 14.922 5.032  0.513
23 H 9.152 13.660 4.011  0.503
24 H 7.320 15.992 3.043  0.362
25 H 7.664 14.573 2.136  0.473
26 H 7.804 16.117 1.377  0.415
27 H 10.489 16.966 4.183  0.370
28 H 9.111 17.606 3.576  0.411
29 H 10.538 17.564 2.507  0.323
30 H 9.772 14.695 0.200  0.376
31 C 5.815 3.544 5.350  -1.418
32 C 7.237 3.847 4.980  1.153
33 C 8.251 3.464 6.102  -1.281
34 O 7.445 2.964 3.882  -0.562
35 H 5.562 2.485 5.390  0.339
36 H 5.017 3.907 4.702  0.411
37 H 5.584 4.039 6.293  0.343
38 H 7.335 4.930 4.902  -0.312
39 H 8.213 2.409 6.373  0.395
40 H 8.076 3.990 7.041  0.344
41 H 9.291 3.637 5.825  0.228
42 H 6.885 3.221 3.147  0.352
43 C 7.846 10.169 9.809  -1.372
44 C 7.209 11.483 9.767  0.546
45 C 8.155 12.649 9.663  -1.442
46 O 6.405 11.535 8.639  -0.506
47 H 7.356 9.485 9.115  0.264
48 H 7.864 9.710 10.798  0.430
49 H 8.820 10.119 9.321  0.315
50 H 6.742 11.584 10.747  0.426
51 H 7.948 13.479 10.338  0.391
52 H 8.555 12.954 8.696  0.190
53 H 9.080 12.267 10.094  0.491
54 H 5.606 11.988 8.918  0.310
55 C 5.028 15.441 5.596  -1.693
56 C 6.117 14.474 5.149  1.830
57 C 6.490 13.473 6.263  -1.277
58 O 5.612 13.786 4.004  -0.530
59 H 4.388 15.818 4.797  0.413
60 H 5.399 16.298 6.158  0.349
61 H 4.351 14.934 6.284  0.354
62 H 7.017 14.999 4.831  -0.643
63 H 7.391 12.874 6.138  -0.027
64 H 5.702 12.755 6.489  0.498
65 H 6.824 13.993 7.161  0.331
66 H 5.213 13.019 4.422  0.371
67 C 10.663 5.912 4.161  -0.605
68 C 12.111 5.425 3.962  0.560
69 C 12.894 5.387 5.272  -1.359
70 O 12.141 4.286 3.250  -0.558
71 H 10.772 6.919 4.563  -0.075
72 H 10.079 5.285 4.835  -0.104
73 H 10.263 5.994 3.150  0.547
74 H 12.621 6.159 3.338  0.197
75 H 12.543 4.542 5.863  0.307
76 H 12.940 6.269 5.911  0.330
77 H 13.961 5.192 5.161  0.369
78 H 11.210 4.110 3.096  0.349
79 C 7.945 8.515 5.469  -0.850
80 C 9.269 9.079 5.861  0.544
81 C 9.225 10.487 6.351  -0.886
82 O 9.780 8.153 6.837  -0.586
83 H 7.823 7.467 5.197  -0.209
84 H 7.416 9.037 4.671  0.398
85 H 7.331 8.701 6.350  0.375
86 H 10.056 8.943 5.119  0.345
87 H 8.404 10.711 7.032  -0.307
88 H 8.907 11.091 5.502  0.313
89 H 10.190 10.861 6.694  0.494
90 H 8.993 7.868 7.307  0.372



3.
The following is a DFT calculation (wB97M-V/def2-TZVPD) of a cluster of 8 separate species, C24H60ClNO19S4 in total.

As for the frontier orbital gap: 5.63 eV. The HOMO energy is -0.268 Ha. The value obtained for the LUMO energy is -1.7 eV.

Each line ends with the Mulliken charge.
Cartesian coordinates (Å):
1 C 5.291 -5.388 -2.404  -1.394
2 C 5.434 -6.233 -1.137  0.185
3 C 6.897 -6.785 -0.864  -0.721
4 O 7.088 -7.295 0.448  -0.361
5 C 8.218 -8.025 0.644  -0.768
6 N 4.978 -5.449 0.095  -0.235
7 H 5.407 -5.921 0.878  0.350
8 H 5.330 -4.503 0.130  0.366
9 H 3.972 -5.459 0.176  0.362
10 H 5.947 -4.520 -2.338  0.396
11 H 4.300 -4.997 -2.633  0.421
12 H 5.489 -5.971 -3.303  0.368
13 H 4.809 -7.124 -1.195  0.285
14 H 7.558 -5.928 -0.996  0.378
15 H 7.250 -7.559 -1.546  0.458
16 H 8.496 -8.821 -0.047  0.304
17 H 8.212 -8.501 1.624  0.267
18 H 8.970 -7.238 0.690  0.340
19 Cl 2.278 1.836 -0.469  1.595
20 O 3.530 1.225 -0.812  -0.651
21 O 1.199 0.920 -0.158  -0.655
22 O 2.432 2.639 0.696  -0.640
23 O 1.892 2.677 -1.573  -0.649
24 C 2.333 3.245 11.312  -0.485
25 C 1.372 2.900 10.228  -0.451
26 C 2.378 2.528 9.156  -0.370
27 O 3.660 2.315 9.808  -0.444
28 C 3.524 2.376 11.209  -0.483
29 H 2.003 3.023 12.327  0.328
30 H 2.723 4.258 11.217  0.237
31 H 0.858 3.823 9.959  0.210
32 H 0.559 2.183 10.346  0.307
33 H 2.545 3.171 8.292  0.293
34 H 2.070 1.586 8.701  0.233
35 H 4.345 2.755 11.818  0.334
36 H 3.263 1.366 11.523  0.291
37 C -4.513 -4.568 -3.844  -0.492
38 C -5.482 -3.707 -4.651  -0.492
39 C -4.675 -3.340 -5.862  -0.431
40 O -3.530 -4.085 -5.851  -0.394
41 C -3.154 -4.320 -4.508  -0.420
42 H -4.944 -5.560 -3.978  0.233
43 H -4.401 -4.244 -2.809  0.315
44 H -5.671 -2.833 -4.027  0.215
45 H -6.417 -4.210 -4.898  0.306
46 H -4.448 -2.279 -5.760  0.283
47 H -5.261 -3.544 -6.758  0.297
48 H -2.687 -3.462 -4.024  0.297
49 H -2.517 -5.203 -4.531  0.281
50 O -7.505 3.877 3.266  -0.588
51 S -6.564 2.863 3.750  1.139
52 O -5.768 2.927 4.981  -0.560
53 O -7.479 1.387 3.827  -0.334
54 C -8.418 1.190 2.772  -0.054
55 C -9.167 -0.116 2.827  -1.264
56 C -5.433 2.504 2.344  -0.946
57 H -7.761 1.084 1.909  0.191
58 H -9.083 2.004 2.481  0.338
59 H -9.591 -0.324 1.844  0.387
60 H -10.096 -0.042 3.392  0.319
61 H -8.558 -0.986 3.073  0.319
62 H -4.719 3.310 2.510  0.388
63 H -5.843 2.409 1.339  0.335
64 H -4.852 1.635 2.655  0.331
65 O -1.509 -5.788 4.094  -0.570
66 S -2.619 -5.487 5.000  1.099
67 O -4.023 -5.413 4.557  -0.575
68 O -2.545 -6.640 6.274  -0.359
69 C -3.739 -6.849 7.003  -0.053
70 C -3.541 -7.718 8.266  -1.238
71 C -2.303 -4.002 6.201  -0.878
72 H -4.400 -7.397 6.332  0.273
73 H -4.249 -5.936 7.313  0.303
74 H -4.471 -8.236 8.503  0.342
75 H -3.202 -7.207 9.168  0.314
76 H -2.776 -8.486 8.158  0.332
77 H -1.717 -4.232 7.090  0.303
78 H -3.284 -3.652 6.522  0.334
79 H -1.868 -3.264 5.527  0.374
80 O -0.709 3.614 -11.976  -0.621
81 S 0.652 3.135 -12.397  1.163
82 O 1.716 4.103 -12.750  -0.589
83 O 1.270 2.189 -11.134  -0.329
84 C 0.386 1.398 -10.444  -0.070
85 C 1.188 0.707 -9.401  -1.279
86 C 0.459 1.915 -13.752  -0.927
87 H -0.115 0.665 -11.075  0.298
88 H -0.307 2.110 -9.996  0.311
89 H 0.492 0.484 -8.593  0.367
90 H 1.891 1.370 -8.897  0.344
91 H 1.717 -0.189 -9.725  0.312
92 H 0.754 2.385 -14.690  0.369
93 H -0.540 1.491 -13.844  0.340
94 H 1.110 1.057 -13.584  0.312
95 O 5.071 12.070 -0.214  -0.619
96 S 3.917 11.227 -0.567  1.118
97 O 2.968 10.936 0.523  -0.587
98 O 3.183 12.021 -1.813  -0.324
99 C 2.057 11.375 -2.343  -0.407
100 C 2.450 11.139 -3.806  -1.006
101 C 4.500 9.647 -1.404  -0.841
102 H 1.300 12.155 -2.265  0.329
103 H 1.580 10.575 -1.777  0.410
104 H 2.075 11.868 -4.524  0.351
105 H 1.958 10.271 -4.245  0.312
106 H 3.524 11.056 -3.973  0.281
107 H 5.004 9.878 -2.343  0.297
108 H 3.579 9.104 -1.617  0.335
109 H 5.044 9.074 -0.654  0.351



4.
The following is a DFT calculation (wB97M-V/def2-TZVPD) of a cluster of 6 separate species, C24H60ClO7P in total.

The SMILES is OOCPCCCCl.CCOCC.CCOCC.CCOCC.CCOCC.CCOCC. As for the frontier orbital gap: 9.32 eV. The HOMO energy is -0.320 Ha. The value obtained for the LUMO energy is 0.6 eV.

Each line ends with the Mulliken charge.
Cartesian coordinates (Å):
1 O 3.231 5.934 0.837  -0.256
2 O 4.138 7.004 0.551  -0.343
3 C 3.331 8.144 0.315  -0.495
4 P 1.968 8.524 1.507  -0.022
5 C 0.464 8.132 0.535  0.012
6 C 0.466 6.893 -0.347  -0.544
7 C 0.102 5.670 0.444  -0.491
8 Cl 0.712 4.169 -0.286  -0.251
9 H 3.561 5.258 0.225  0.307
10 H 4.022 8.960 0.334  0.418
11 H 2.921 8.091 -0.680  0.336
12 H 1.985 7.442 2.378  0.008
13 H -0.293 7.982 1.283  -0.475
14 H 0.210 8.999 -0.042  0.479
15 H -0.225 7.025 -1.160  0.406
16 H 1.431 6.724 -0.773  0.365
17 H 0.549 5.727 1.412  0.160
18 H -0.961 5.573 0.534  0.436
19 C -1.074 1.301 0.778  -1.158
20 C -1.723 -0.068 0.869  0.303
21 O -2.621 -0.357 -0.192  -0.468
22 C -2.038 -0.400 -1.482  -0.516
23 C -0.985 -1.490 -1.638  -0.676
24 H -1.833 2.084 0.748  0.347
25 H -0.432 1.468 1.642  0.470
26 H -0.457 1.405 -0.113  0.203
27 H -2.323 -0.130 1.777  0.378
28 H -0.951 -0.841 0.939  -0.272
29 H -1.633 0.581 -1.760  0.284
30 H -2.867 -0.601 -2.161  0.311
31 H -0.128 -1.343 -0.980  0.187
32 H -0.617 -1.513 -2.665  0.386
33 H -1.422 -2.463 -1.404  0.222
34 C -4.536 8.839 3.152  -1.071
35 C -3.938 7.545 2.625  -0.397
36 O -2.524 7.543 2.561  -0.384
37 C -1.841 7.732 3.787  -0.099
38 C -2.132 6.675 4.838  -1.210
39 H -4.213 9.683 2.544  0.293
40 H -5.624 8.783 3.120  0.401
41 H -4.245 9.036 4.184  0.277
42 H -4.264 7.382 1.598  0.314
43 H -4.299 6.691 3.210  0.333
44 H -2.030 8.734 4.186  0.311
45 H -0.784 7.697 3.520  0.182
46 H -3.177 6.680 5.148  0.286
47 H -1.523 6.856 5.724  0.402
48 H -1.900 5.681 4.455  0.309
49 C 1.194 -3.889 2.803  -1.433
50 C 0.928 -3.161 1.498  -0.003
51 O 1.403 -1.827 1.463  -0.345
52 C 2.796 -1.647 1.635  -0.358
53 C 3.650 -2.329 0.581  -1.029
54 H 0.754 -3.343 3.639  0.331
55 H 0.758 -4.887 2.766  0.402
56 H 2.260 -4.003 3.001  0.321
57 H -0.147 -3.079 1.337  0.300
58 H 1.331 -3.732 0.652  0.236
59 H 3.103 -1.957 2.641  0.326
60 H 2.944 -0.569 1.579  0.356
61 H 3.544 -3.411 0.602  0.222
62 H 4.702 -2.096 0.748  0.400
63 H 3.372 -1.984 -0.416  0.272
64 C 1.526 -4.962 -5.750  -1.024
65 C 0.331 -5.898 -5.819  -0.349
66 O -0.338 -6.075 -4.587  -0.417
67 C -0.879 -4.902 -4.008  -0.073
68 C -1.918 -4.210 -4.873  -1.157
69 H 2.244 -5.314 -5.010  0.271
70 H 2.020 -4.918 -6.720  0.396
71 H 1.236 -3.945 -5.480  0.249
72 H 0.664 -6.896 -6.101  0.354
73 H -0.369 -5.566 -6.595  0.308
74 H -0.084 -4.198 -3.734  0.221
75 H -1.343 -5.230 -3.078  0.235
76 H -1.499 -3.853 -5.814  0.293
77 H -2.327 -3.349 -4.343  0.358
78 H -2.735 -4.893 -5.108  0.337
79 C -0.570 -8.448 -1.517  -1.003
80 C -0.424 -7.654 -0.234  -0.016
81 O 0.137 -8.388 0.841  -0.450
82 C 1.430 -8.921 0.629  -0.343
83 C 2.500 -7.886 0.340  -0.915
84 H -1.172 -9.340 -1.347  0.309
85 H -1.051 -7.841 -2.284  0.296
86 H 0.395 -8.765 -1.914  0.255
87 H -1.406 -7.344 0.124  0.384
88 H 0.147 -6.737 -0.421  0.005
89 H 1.409 -9.678 -0.164  0.290
90 H 1.669 -9.444 1.555  0.353
91 H 2.309 -7.344 -0.587  0.213
92 H 3.472 -8.370 0.246  0.428
93 H 2.552 -7.161 1.152  0.201